(1)
Below is a structure of composition C22H50CrP2Si2, with properties calculated with ωB97M-V with the def2-TZVPD basis set.

## Properties
**ΔE to the lowest compared entry with this formula, charge and spin**: 532.7 kJ/mol
**HOMO level (alpha / beta)**: -5.117 / -5.104 eV
**2S+1**: 5
**Orbital gap (alpha / beta)**: 0.1756 / 0.1669 hartree
**Expectation value of S²**: 6.09

XYZ file:
```
77
C22H50CrP2Si2 (ωB97M-V with the def2-TZVPD basis set)
Cr -0.209 -0.946 2.207
P -0.253 -2.495 -3.724
P 2.489 -1.449 -1.165
Si -1.707 2.453 2.546
Si 0.896 1.222 3.778
C -1.325 1.675 -2.319
C -1.111 4.254 2.727
C 2.271 -2.724 -2.492
C -0.259 1.186 2.289
C 3.954 -0.591 -1.922
C 1.082 0.642 -2.385
C -2.462 -0.553 -2.263
C 2.657 1.515 3.236
C 3.189 -2.385 0.209
C -2.260 -1.275 2.523
C 1.556 -2.334 -3.817
C 0.851 -0.403 4.658
C -0.248 -0.665 -0.541
C -2.799 2.455 1.009
C -0.864 -4.175 -3.609
C -0.120 1.059 -3.087
C 0.595 2.576 5.048
C 1.088 -0.092 -1.126
C -2.828 2.049 3.998
C -0.999 -1.701 -5.169
C -1.181 -1.210 -1.669
C -2.521 0.784 -2.324
H -0.375 2.550 5.559
H -0.799 4.524 3.745
H -1.466 -2.228 -1.352
H 1.852 -3.019 -4.633
H 0.168 1.835 -3.802
H -0.827 -4.650 -4.603
H -0.429 -1.324 -2.530
H 3.266 1.700 4.133
H 2.059 0.982 -2.791
H -0.508 0.244 -3.705
H -1.627 2.547 -2.936
H -3.438 1.371 -2.439
H 4.293 0.241 -1.284
H 2.682 2.403 2.592
H -2.428 -2.368 2.439
H 1.370 2.462 5.822
H -0.790 0.073 0.101
H 1.805 -1.301 -4.139
H -2.929 -0.802 1.765
H -3.449 2.939 4.196
H 1.569 0.536 -0.331
H -3.292 3.437 0.928
H 3.092 0.665 2.697
H 4.777 -1.326 -2.036
H -2.283 1.791 4.915
H 0.069 -1.570 0.051
H -0.251 -4.757 -2.906
H 0.226 -0.221 5.533
H 0.313 1.667 1.467
H 3.158 -1.815 1.143
H -1.909 -4.167 -3.265
H -1.037 2.072 -1.324
H -1.954 4.914 2.468
H -3.493 1.219 3.721
H 3.293 -3.042 -2.764
H -0.353 -0.924 -5.600
H -3.378 -1.153 -2.321
H 3.723 -0.190 -2.925
H 2.637 -3.324 0.342
H 0.411 -1.249 4.079
H -1.971 -1.259 -4.912
H -1.173 -2.466 -5.941
H -3.578 1.684 1.090
H 1.782 -3.606 -2.048
H 1.850 -0.719 4.973
H -2.217 2.285 0.096
H 4.244 -2.616 -0.023
H 0.726 3.563 4.587
H -0.289 4.488 2.032
H -2.604 -0.964 3.524
```

The computed Mulliken charges, all in e, follow: -0.362 1.066 1.036 0.011 0.324 -0.845 -1.286 -1.205 0.818 -1.649 -1.080 -1.029 -1.058 -1.286 -1.318 -1.033 -0.843 0.222 -0.714 -1.337 -0.579 -1.129 1.130 -1.052 -1.421 -0.165 -0.349 0.365 0.339 1.020 0.528 0.646 0.427 -1.142 0.375 0.210 -0.542 0.551 0.494 0.406 0.273 0.483 0.369 -0.088 0.359 0.257 0.356 0.460 0.444 0.212 0.478 0.325 0.146 0.347 0.329 -0.058 0.284 0.339 0.014 0.402 0.296 0.634 0.385 0.326 0.418 0.393 0.219 0.322 0.477 0.253 0.449 0.353 -0.079 0.443 0.216 0.340 0.279

***

(2)
Below is a cluster of 5 separate species, C22H50IN2O6S2 in total, with properties calculated with ωB97M-V with the def2-TZVPD basis set.

## Properties
**Net charge**: +1
**HOMO level**: -11.498 eV
**Orbital gap**: 0.2725 hartree

XYZ file:
```
83
C22H50IN2O6S2 (ωB97M-V with the def2-TZVPD basis set)
I 3.989 4.159 1.121
S -0.816 0.768 -1.650
S 5.061 -2.817 -1.566
O -1.858 0.455 -2.717
O -10.672 2.806 -0.312
O 4.748 -6.168 0.239
O -0.411 2.200 -1.844
O -5.403 1.098 -0.309
O 6.793 2.668 2.520
N 1.836 -2.078 -2.665
N 0.519 -0.355 -1.733
C -12.825 2.817 -1.385
C 2.466 2.642 1.595
C 2.517 -5.835 1.079
C 3.312 -8.097 0.331
C 2.388 -1.685 -1.382
C -6.054 0.976 -1.574
C 1.567 -0.560 -0.724
C 7.531 2.591 3.739
C 0.676 -1.244 -2.877
C 3.703 -6.784 0.990
C 6.572 2.363 4.897
C -1.679 0.458 -0.020
C -5.520 2.039 -2.522
C -11.322 2.683 -1.575
C 2.426 1.634 0.320
C 1.808 0.186 0.678
C 6.520 -2.663 -0.378
C 8.331 3.870 3.927
C -7.556 1.110 -1.384
C -10.787 3.746 -2.523
C 7.272 -1.258 -0.670
C 3.628 -2.220 -0.539
H 1.436 3.159 1.612
H -11.088 1.690 -1.968
H 1.794 2.135 -0.511
H 7.685 -1.279 -1.736
H -1.505 1.295 0.735
H 2.202 -2.825 -3.270
H -4.437 1.938 -2.641
H 4.176 -8.764 0.263
H 6.103 -2.569 0.699
H 9.008 4.028 3.082
H 1.704 -6.273 1.664
H -5.988 1.961 -3.506
H -2.794 0.279 -0.240
H 2.684 2.095 2.572
H -10.971 4.750 -2.127
H 3.500 1.559 -0.067
H -11.255 3.668 -3.508
H 5.995 1.446 4.743
H -0.056 -1.228 -3.753
H 2.564 -0.426 1.300
H 2.137 -5.590 0.081
H 4.412 -5.992 -0.650
H 6.185 3.420 2.586
H -5.703 3.043 -2.126
H 2.815 -4.891 1.545
H 7.207 -3.571 -0.408
H -13.355 2.711 -2.335
H -8.086 1.004 -2.334
H 7.670 4.742 3.970
H -9.705 3.645 -2.641
H 0.845 0.226 1.291
H 7.110 2.282 5.845
H 8.213 1.741 3.653
H 3.384 -3.043 0.214
H -10.873 3.682 0.043
H 5.850 3.182 4.973
H -5.820 -0.017 -1.967
H 8.922 3.835 4.846
H 2.523 -8.602 0.893
H 2.960 -7.930 -0.693
H 6.486 -0.410 -0.630
H -13.193 2.055 -0.692
H -7.811 2.081 -0.948
H 4.094 -6.978 1.993
H 8.068 -1.056 0.125
H -13.078 3.789 -0.949
H -1.267 -0.508 0.463
H -7.925 0.348 -0.691
H 4.021 -1.319 0.070
H -5.604 1.974 0.047
```

The computed Mulliken charges, all in e, follow: 0.077 1.157 -0.128 -0.638 -0.546 -0.510 -0.575 -0.546 -0.411 0.054 0.007 -1.389 -0.857 -1.095 -1.271 0.239 0.539 -0.158 0.386 -0.189 0.341 -1.224 -0.693 -1.162 0.483 -0.460 -0.887 -0.453 -1.248 -1.381 -1.159 -0.785 -0.293 0.398 0.272 0.308 0.282 0.318 0.269 0.218 0.330 0.239 0.315 0.437 0.368 0.265 0.419 0.333 0.351 0.368 0.293 0.442 0.451 0.255 0.337 0.148 0.327 0.180 0.415 0.370 0.359 0.314 0.245 0.378 0.386 0.285 0.207 0.349 0.307 0.280 0.378 0.376 0.327 0.158 0.328 0.325 0.303 0.323 0.355 0.266 0.334 0.131 0.353

***

(3)
Below is a structure of composition C22H50IrN3OP3, with properties calculated with ωB97M-V with the def2-TZVPD basis set.

## Properties
**ΔE to the lowest compared entry with this formula, charge and spin**: 211.2 kJ/mol
**Net charge**: +4
**HOMO level (alpha / beta)**: -18.508 / -20.192 eV
**2S+1**: 6
**Orbital gap (alpha / beta)**: 0.2572 / 0.1541 hartree
**Expectation value of S²**: 8.78

XYZ file:
```
80
C22H50IrN3OP3 (ωB97M-V with the def2-TZVPD basis set)
Ir 0.066 0.460 -0.308
P -1.842 -1.017 -0.212
P 1.106 -0.359 1.754
P 1.249 -1.019 -1.497
O -1.481 1.535 -3.295
N -1.659 3.211 2.535
N 0.528 3.491 1.686
N -0.973 1.971 0.653
C -2.973 2.578 2.616
C 1.117 2.135 -5.722
C 0.973 -1.027 -3.307
C -0.957 3.874 -1.566
C -1.603 4.542 3.159
C -1.757 -2.607 0.699
C 1.612 -2.106 2.016
C 0.796 1.153 -6.681
C -0.899 1.575 -4.499
C -1.269 0.641 -5.523
C 0.268 2.333 -4.647
C -0.697 2.849 1.624
C 2.950 -0.478 -1.387
C 1.408 3.485 0.498
C -0.326 0.335 -6.509
C -2.358 -1.444 -1.931
C 0.026 -0.031 3.196
C -2.170 3.701 -2.101
C 2.682 0.567 1.996
C 1.274 -2.787 -1.172
C -3.429 -0.393 0.463
C 1.230 3.722 2.986
H -1.113 4.499 4.160
H 0.841 -2.857 1.770
H 3.458 -0.900 -0.522
H -0.027 -0.944 3.800
H -1.720 -2.214 -2.382
H -0.484 -0.504 -7.173
H -2.949 1.537 2.957
H 3.386 -0.031 2.580
H -0.059 -1.321 -3.557
H 0.805 3.781 -0.358
H 0.499 3.039 -3.872
H 2.331 3.542 2.948
H 1.849 2.486 0.261
H 1.820 -3.187 -2.038
H 0.825 3.069 3.785
H 2.956 0.614 -1.367
H -3.549 3.124 3.369
H -2.242 -0.508 -2.498
H -3.097 3.224 -1.656
H -0.691 3.489 -0.559
H -3.634 0.615 0.096
H -2.279 4.261 -3.078
H 2.555 1.520 2.508
H 0.251 -3.179 -1.169
H -1.550 -2.367 1.744
H 1.435 1.012 -7.535
H 0.423 0.774 3.824
H -1.054 5.253 2.503
H -0.950 -3.228 0.315
H -4.276 -1.022 0.158
H 1.802 -3.060 -0.253
H -2.679 -3.206 0.670
H -2.028 -0.082 -5.260
H -1.067 1.077 -2.145
H -3.403 -1.786 -2.012
H -2.627 4.937 3.307
H -3.564 2.640 1.694
H -1.964 1.788 0.599
H 1.113 4.780 3.291
H 1.869 -2.235 3.078
H 1.665 -1.785 -3.710
H 1.223 -0.020 -3.688
H 3.450 -0.844 -2.284
H 2.223 4.239 0.591
H -0.987 0.233 2.871
H 2.050 2.724 -5.760
H -0.221 4.407 -2.191
H 2.511 -2.335 1.428
H -3.420 -0.372 1.558
H 3.131 0.770 1.023
```

The computed Mulliken charges, all in e, follow: 1.050 0.816 0.846 0.875 -0.435 0.235 0.368 0.133 -0.767 -0.411 -1.208 -0.652 -1.108 -1.342 -1.583 -0.391 0.366 -0.469 0.088 0.161 -1.484 -0.596 -0.471 -1.004 -1.046 -0.442 -1.281 -1.266 -1.388 -1.413 0.319 0.383 0.392 0.597 0.393 0.501 0.152 0.540 0.332 0.060 0.259 0.533 0.144 0.579 0.450 0.378 0.497 -0.025 0.251 0.469 0.267 0.371 0.231 0.331 0.372 0.480 0.454 0.356 0.316 0.582 0.304 0.544 0.515 -0.242 0.572 0.519 0.388 -0.808 0.378 0.597 0.717 0.109 0.563 0.517 0.041 0.453 0.577 0.496 0.373 0.241

***

no.,DFT total energy (eV)
1,-86370.473
2,-68649.758
3,-60801.942